# C3H14N2O2

3 unconnected molecules or ions with the total composition C3H14N2O2 in a non-equilibrium geometry (ωB97M-V/def2-TZVPD, OMol25).

```
21
Properties=species:S:1:pos:R:3:forces:R:3
N 0.391719 1.578773 1.120593 0.4 0.0 0.9
C 0.657230 0.396238 1.941287 -0.6 0.3 0.2
C 0.145719 -0.884880 1.295661 1.1 -0.5 -0.9
N 0.533311 -1.217874 -0.079527 -0.4 0.3 0.2
C 1.955928 -1.204673 -0.373553 -0.6 0.8 -0.1
H -0.264573 1.408099 0.376302 0.4 0.1 -0.4
H 1.237464 2.063166 0.870848 -0.3 0.0 -0.6
H 1.693748 0.303317 2.272219 0.1 0.2 -0.4
H 0.089040 0.525765 2.870380 0.1 -0.3 0.1
H 0.512909 -1.757998 1.846132 -0.7 0.2 0.6
H -0.926273 -0.786622 1.237278 -0.6 -0.5 0.5
H -0.018910 -0.668034 -0.721671 0.4 0.1 -0.3
H 2.361229 -0.202372 -0.573105 0.0 0.1 0.2
H 2.460626 -1.586755 0.514167 0.3 -0.4 -0.3
H 2.125486 -1.757488 -1.294827 0.3 -0.4 0.2
H -3.339661 1.333071 -1.095724 0.1 0.2 0.0
H -3.473672 -0.166226 -0.957277 -0.1 0.0 -0.1
O -3.303207 0.522717 -1.609694 -0.3 -0.3 0.2
H -1.414916 0.016458 -2.482929 -0.5 0.8 -0.4
H -0.757403 1.478493 -2.770412 -0.7 -0.3 -0.2
O -0.665784 0.606832 -2.386149 1.5 -0.4 0.5
```
Positions in Å, forces in eV/Å.

Values from the calculation:
HOMO energy   -8.2 eV
Frontier orbital gap   8.6 eV
Energy   -382.65029 a.u.
Energy above the lowest of the compared OMol25 structures with the same formula, charge and spin   129.9 kJ/mol
SMILES   CNCCN.O.O

Results of the Löwdin charge analysis, in e, for atoms 1 through 8:
1. N 0.00
2. C -0.29
3. C -0.25
4. N -0.14
5. C -0.13
6. H 0.04
7. H 0.06
8. H 0.10